ORCA calculation (the ωB97M-V functional and the def2-TZVPD basis) on a single C4H5NO molecule at a distorted geometry.

Element x y z (Å)
O  -1.5205  -0.8577  0.3749
C  -1.3986  -0.2265  -0.7769
C  0.0797  -0.0233  -0.9980
C  0.9885  0.0181  0.2428
C  0.5470  1.0289  1.2109
N  0.1772  1.8243  1.9653
H  -2.4629  -1.0189  0.5221
H  0.3425  -0.8984  -1.6164
H  0.2361  0.8538  -1.6342
H  0.9931  -0.9460  0.7573
H  2.0179  0.2457  -0.0478

Values from the calculation:
**Relative energy (zero: lowest compared OMol25 entry of this formula, charge and spin)**: 268.11 kJ/mol
**Orbital gap**: 9.570 eV
**E_LUMO**: 0.5553 eV

***

ORCA calculation (the ωB97M-V functional and the def2-TZVPD basis) on a gas-phase ion, C5H8N (charge +1) at a distorted geometry.

Element x y z (Å)
C  0.5219  -2.9181  1.0042
N  0.0842  -1.8640  0.7666
C  -0.6099  -0.6315  0.6545
C  -0.1297  0.4757  -0.0386
C  -0.9336  1.6578  -0.0956
C  1.1298  0.4548  -0.8727
H  0.5569  -4.0336  0.9196
H  -1.4435  -0.6971  1.4229
H  -2.0033  1.5583  0.2221
H  -1.0055  2.0976  -1.1027
H  -0.5120  2.4797  0.4801
H  1.1823  1.4945  -1.2704
H  1.1178  -0.1984  -1.7922
H  2.0446  0.1241  -0.2978

Values from the calculation:
**Structure (SMILES)**: C#[N+]C=C(C)C
**Charge**: +1
**Relative energy (zero: lowest compared OMol25 entry of this formula, charge and spin)**: 268.67 kJ/mol
**Orbital gap**: 9.017 eV
**E_LUMO**: -5.3348 eV

***

ORCA calculation (the ωB97M-V functional and the def2-TZVPD basis) on 3 unconnected molecules or ions with the total composition C5H11N3 at a distorted geometry.

Element x y z (Å)
C  0.0424  -1.8285  -0.2304
C  0.0211  1.0571  -1.7262
C  -0.7255  1.5522  -0.5534
C  -0.9353  0.0647  0.1154
C  0.0849  0.0845  1.3754
H  -0.7131  -2.0923  0.5520
H  1.0064  -1.5334  0.2210
H  0.1515  -3.0050  -0.7385
H  0.3171  1.4520  -2.6677
H  -1.5000  2.3093  -0.5455
H  0.1665  2.2311  0.0646
H  -1.9830  -0.0760  0.4192
H  -0.4668  0.4105  2.3694
H  -0.1385  -1.0711  1.6147
H  1.4985  0.0518  -0.3042
H  2.2513  1.2651  1.7668
N  -0.6394  -0.7449  -0.8657
N  -0.0009  -0.2394  -1.9953
N  1.5628  0.1125  1.1282

Values from the calculation:
**Relative energy (zero: lowest compared OMol25 entry of this formula, charge and spin)**: 988.34 kJ/mol
**Orbital gap**: 8.464 eV
**E_LUMO**: 0.3432 eV

***

ORCA calculation (the ωB97M-V functional and the def2-TZVPD basis) on 2 unconnected molecules or ions with the total composition ClFN2O3 at a distorted geometry.

Element x y z (Å)
O  0.6111  -1.6709  0.0437
N  0.8623  -0.7472  -0.5964
O  0.8360  -0.4054  -1.6953
Cl  1.4184  0.7094  0.6224
O  -1.2504  -0.3543  0.5621
N  -1.0248  0.6819  1.0281
F  -1.4525  1.7865  0.0353

Values from the calculation:
**Structure (SMILES)**: O=[N+]([O-])Cl.O=NF
**Relative energy (zero: lowest compared OMol25 entry of this formula, charge and spin)**: 73.41 kJ/mol
**Orbital gap**: 10.021 eV
**E_LUMO**: -1.6124 eV

***

ORCA calculation (the ωB97M-V functional and the def2-TZVPD basis) on a molecular structure, C30H32IrN3S4 at a distorted geometry.

Element x y z (Å)
Ir  -0.0611  0.6471  -2.0481
S  -1.8435  0.4089  -3.6035
C  -2.2305  -1.2844  -3.2249
C  -3.5510  -1.7272  -3.1391
C  -3.8396  -3.0571  -2.8817
C  -2.8163  -3.9888  -2.7406
C  -1.4992  -3.5749  -2.8482
C  -1.2137  -2.2303  -3.0568
S  0.4552  -1.6443  -3.2417
C  1.3712  -2.4649  -1.9155
C  1.6881  -1.6273  -0.6924
C  2.3427  -2.3350  0.4191
C  2.8724  -1.6571  1.4305
C  2.6513  -0.1947  1.6097
C  1.7900  0.4448  0.4544
C  2.1678  1.8477  0.0084
S  0.6353  2.7143  -0.4957
C  1.2225  3.8333  -1.7219
C  1.2900  5.1811  -1.3879
C  1.7060  6.1091  -2.3299
C  2.0648  5.6841  -3.6023
C  2.0021  4.3407  -3.9374
C  1.5634  3.3943  -3.0095
S  1.4501  1.7128  -3.4930
N  1.5260  -0.3685  -0.7343
H  -4.3515  -1.0099  -3.2711
H  -4.8723  -3.3744  -2.8107
H  -3.0430  -5.0342  -2.5753
H  -0.6970  -4.3008  -2.7850
H  2.3269  -2.7570  -2.3593
H  0.8841  -3.3967  -1.6267
H  2.4748  -3.4067  0.3371
H  3.4529  -2.1785  2.1847
H  3.5643  0.3485  1.8672
H  2.8302  1.8288  -0.8574
H  2.6312  2.3928  0.8293
H  1.0169  5.4964  -0.3884
H  1.7549  7.1577  -2.0680
H  2.3954  6.4038  -4.3398
H  2.2815  4.0115  -4.9299
C  1.0362  -1.6222  4.3406
C  1.2871  -0.1379  4.0378
C  2.5605  0.3331  4.7429
C  0.0809  0.6818  4.5001
C  1.4517  0.0481  2.5623
C  0.7203  0.4465  1.5355
H  0.8770  -1.7577  5.4123
H  1.8847  -2.2465  4.0528
H  0.1498  -1.9813  3.8136
H  2.4380  0.2548  5.8244
H  2.7848  1.3753  4.5054
H  3.4236  -0.2768  4.4627
H  -0.0725  0.5499  5.5725
H  -0.8277  0.3623  3.9847
H  0.2279  1.7447  4.3009
C  -3.1753  -3.0405  1.0924
C  -2.8182  -1.6821  0.5913
C  -3.5037  -0.4879  0.6050
C  -2.6589  0.4516  -0.0070
N  -1.5159  -0.1273  -0.3801
N  -1.6509  -1.4260  -0.0218
C  -2.9235  1.9029  -0.2342
H  -4.1828  -3.0314  1.5024
H  -2.4958  -3.3673  1.8815
H  -3.1444  -3.7725  0.2842
H  -4.4882  -0.3124  1.0069
H  -0.8749  -2.0551  -0.1220
H  -3.8742  2.1834  0.2150
H  -2.9670  2.1294  -1.3006
H  -2.1417  2.5158  0.2140

Values from the calculation:
**2S+1**: 6
**Charge**: +1
**Orbital gap (alpha / beta)**: 5.744 / 6.094 eV
**E_LUMO (alpha / beta)**: -3.0932 / -4.3743 eV

***

ORCA calculation (the ωB97M-V functional and the def2-TZVPD basis) on a single C4H8N2O2S molecule at a distorted geometry.

Element x y z (Å)
C  0.2312  0.4852  -0.0247
C  -1.4003  0.0681  -1.2519
C  0.9722  1.7427  0.1268
C  1.3175  -1.2184  1.9803
N  -2.7549  -0.0177  -1.3595
N  -0.4556  -0.7364  -1.6706
O  -0.5509  -1.7179  -2.4021
O  0.7425  -0.4033  -1.0217
S  -0.2758  -0.3576  1.4168
H  0.9082  2.4768  -0.8097
H  2.0635  1.5268  0.0926
H  0.7450  2.2796  0.9808
H  0.9925  -1.4856  2.9731
H  2.1598  -0.5725  1.9173
H  1.6933  -2.0023  1.2972
H  -3.1144  -0.8691  -1.2171
H  -3.2738  0.8017  -1.0274

Values from the calculation:
**Relative energy (zero: lowest compared OMol25 entry of this formula, charge and spin)**: 656.20 kJ/mol
**Orbital gap (alpha / beta)**: 8.184 / 8.185 eV
**E_LUMO (alpha / beta)**: 0.1716 / 0.1719 eV